{
  "formula": "C3H5NO",
  "method": "ωB97M-V with the def2-TZVPD basis set",
  "elements": ["C", "C", "C", "H", "H", "H", "H", "H", "N", "O"],
  "positions_angstrom": [[-0.778, 0.222, -0.466], [0.196, 1.052, 0.320], [-0.055, -0.934, -0.502], [0.635, 1.852, -0.104], [0.010, 1.055, 1.466], [1.273, -0.355, 1.233], [-0.322, -1.816, 0.171], [-0.037, -1.241, -1.618], [1.043, -0.153, 0.156], [-1.965, 0.318, -0.655]],
  "mulliken_charge": [0.438, -0.346, -0.187, 0.217, 0.252, 0.307, 0.225, 0.183, -0.528, -0.562],
  "orbital_gap_ev": 9.78,
  "homo_ev": -9.41,
  "e_above_lowest_ev": 3.231
}



{
  "formula": "C6H12O",
  "method": "ωB97M-V with the def2-TZVPD basis set",
  "elements": ["C", "C", "C", "C", "C", "C", "O", "H", "H", "H", "H", "H", "H", "H", "H", "H", "H", "H", "H"],
  "positions_angstrom": [[0.879, 2.330, 0.470], [1.132, 0.893, 0.020], [-0.137, 0.208, -0.488], [0.017, -1.301, -0.670], [-1.273, -1.975, -1.130], [-0.242, -0.610, 2.811], [-1.348, -0.362, 2.738], [1.806, 2.831, 0.770], [0.422, 2.921, -0.332], [0.195, 2.352, 1.327], [1.896, 0.874, -0.768], [1.546, 0.316, 0.860], [-0.961, 0.400, 0.215], [0.821, -1.502, -1.390], [-0.444, 0.665, -1.440], [-1.149, -3.059, -1.229], [-1.597, -1.585, -2.102], [-2.084, -1.794, -0.414], [0.345, -1.744, 0.281]],
  "mulliken_charge": [-1.233, -0.381, -0.653, -0.292, -1.239, 0.119, -0.136, 0.368, 0.306, 0.273, 0.348, 0.296, 0.246, 0.324, 0.443, 0.363, 0.309, 0.288, 0.253],
  "orbital_gap_ev": 12.33,
  "homo_ev": -11.18,
  "e_above_lowest_ev": 0.385
}



{
  "formula": "CH16Ag2O8",
  "method": "ωB97M-V with the def2-TZVPD basis set",
  "elements": ["Ag", "Ag", "O", "H", "O", "H", "O", "H", "H", "O", "H", "H", "O", "H", "H", "O", "H", "H", "O", "H", "H", "C", "O", "H", "H", "H", "H"],
  "positions_angstrom": [[3.949, 12.447, -5.327], [2.677, 9.208, -4.106], [2.176, 11.468, -3.999], [1.771, 11.696, -3.131], [4.529, 10.314, -4.856], [5.076, 9.762, -4.260], [6.392, 9.893, -6.761], [6.036, 10.186, -7.612], [5.638, 9.909, -6.148], [7.408, 10.917, -3.683], [7.096, 11.063, -4.584], [7.746, 11.775, -3.396], [3.974, 8.768, -2.343], [3.947, 7.891, -1.927], [4.906, 9.094, -2.178], [5.148, 12.600, -3.268], [5.350, 13.090, -2.455], [5.074, 11.682, -2.985], [8.247, 8.494, -5.361], [7.528, 9.012, -5.772], [8.221, 7.634, -5.798], [7.509, 9.627, -0.648], [6.437, 9.274, -1.538], [7.407, 9.261, 0.370], [8.485, 9.236, -0.956], [7.644, 10.712, -0.691], [6.862, 9.543, -2.377]],
  "mulliken_charge": [0.748, 0.829, -0.334, 0.375, -0.436, 0.440, -0.670, 0.336, 0.259, -0.579, 0.252, 0.300, -0.528, 0.312, 0.512, -0.527, 0.280, 0.403, -0.593, 0.377, 0.319, -0.658, -0.555, 0.314, 0.300, 0.256, 0.268],
  "spin_multiplicity": 3,
  "total_charge": 2,
  "orbital_gap_ev": [7.14, 3.45],
  "homo_ev": [-15.97, -15.96]
}



{
  "formula": "C12H8BiF2I2N",
  "method": "ωB97M-V with the def2-TZVPD basis set",
  "elements": ["Bi", "F", "C", "C", "C", "C", "C", "F", "C", "C", "C", "C", "C", "C", "N", "H", "H", "H", "H", "H", "H", "I", "C", "I", "H", "H"],
  "positions_angstrom": [[-0.685, -2.098, -1.400], [4.107, 0.185, -3.099], [3.304, -0.196, -2.099], [2.049, -0.699, -2.398], [1.165, -0.930, -1.328], [1.473, -0.487, -0.033], [2.788, -0.127, 0.207], [3.218, 0.135, 1.432], [3.733, -0.004, -0.805], [0.395, -0.360, 0.946], [0.560, 0.427, 2.093], [-0.533, 0.765, 2.850], [-1.820, 0.319, 2.464], [-1.896, -0.456, 1.332], [-0.821, -0.816, 0.586], [1.768, -0.986, -3.387], [4.766, 0.268, -0.587], [1.537, 0.775, 2.382], [-0.463, 1.323, 3.758], [-2.705, 0.552, 3.009], [-2.823, -0.872, 0.964], [-4.549, -1.334, -1.433], [-3.962, 0.822, -1.355], [-1.851, 1.497, -1.544], [-4.238, 1.098, -0.359], [-4.517, 1.199, -2.192]],
  "mulliken_charge": [1.282, -0.243, 0.221, -0.518, -0.202, -0.030, 0.378, -0.276, -0.530, 1.130, -0.768, -0.464, -0.814, -0.287, -0.179, 0.485, 0.502, 0.509, 0.491, 0.484, 0.488, 0.075, -0.841, 0.189, 0.442, 0.477],
  "total_charge": 2,
  "orbital_gap_ev": 5.37,
  "homo_ev": -15.87
}



Computed calculated total energy (Ha) in order:
-247.1885; -311.0451; -942.6894; -1525.8773